Molecular formula: C24H47ClFN3O14P3S4
Method: DFT, ωB97M-V/def2-TZVPD

Properties
- LUMO energy (eV) = -4.81
- charge = +1
- E (eV) = -145224.2057
- HOMO level (eV) = -11.47
- Kohn-Sham gap (eV) = 6.66

The geometry in XYZ format:
```
97
C24H47ClFN3O14P3S4 | the Open Molecules 2025 dataset | ωB97M-V/def2-TZVPD
N -1.491 -4.784 0.580
P -0.281 -4.054 -0.065
C -0.826 -2.872 -1.401
C -0.449 -2.992 -2.745
P 0.773 -4.180 -3.583
O 1.990 -4.118 -2.507
Cl -0.223 -5.895 -3.093
C -1.072 -2.107 -3.651
C -0.759 -2.089 -5.122
O 0.576 -1.707 -5.397
O 0.937 -0.683 -4.442
N -1.981 -1.246 -3.306
N -2.305 -1.140 -2.027
C -3.347 -0.095 -1.849
C -4.546 -0.339 -2.757
C -5.353 -1.542 -2.313
F -6.058 -1.171 -1.176
C -1.749 -1.867 -1.074
P -2.305 -1.450 0.651
O -3.708 -1.782 0.811
O -1.930 0.083 0.661
O -1.350 -2.075 1.731
H -1.555 -4.604 1.574
H 0.549 -3.268 0.757
H 0.533 -4.934 -0.735
H 2.140 -3.226 -2.174
H -1.440 -1.412 -5.626
H -0.851 -3.094 -5.521
H 1.884 -0.846 -4.362
H -2.866 0.833 -2.136
H -3.701 -0.041 -0.833
H -5.192 0.518 -2.591
H -4.243 -0.401 -3.792
H -4.719 -2.376 -2.019
H -6.064 -1.861 -3.066
H -2.624 0.601 1.129
H -0.445 -1.737 1.693
C 0.497 4.440 2.648
C 0.267 2.935 2.821
C 0.261 2.310 1.418
S 1.307 3.370 0.398
O 0.469 3.963 -0.617
O 2.528 2.690 0.032
C 1.652 4.584 1.664
H 0.721 4.928 3.594
H -0.403 4.904 2.237
H 1.075 2.504 3.413
H -0.668 2.730 3.340
H 0.664 1.301 1.417
H -0.735 2.309 0.986
H 1.717 5.571 1.212
H 2.606 4.324 2.121
C 1.893 -8.289 4.353
C 1.275 -9.234 3.311
C 0.490 -8.367 2.316
S 1.304 -6.767 2.307
O 0.404 -5.772 2.841
O 1.946 -6.537 1.032
C 2.522 -7.147 3.561
H 2.631 -8.794 4.971
H 1.114 -7.899 5.011
H 2.068 -9.770 2.789
H 0.628 -9.976 3.773
H 0.503 -8.764 1.305
H -0.537 -8.203 2.636
H 2.717 -6.253 4.147
H 3.429 -7.467 3.048
C 6.247 5.056 -1.392
C 7.254 4.808 -0.261
C 7.082 5.936 0.765
S 5.367 6.467 0.633
O 5.335 7.822 0.150
O 4.649 6.080 1.824
C 4.920 5.371 -0.708
H 6.157 4.195 -2.051
H 6.566 5.909 -1.994
H 7.042 3.846 0.210
H 8.277 4.772 -0.631
H 7.263 5.609 1.785
H 7.704 6.798 0.534
H 4.201 5.867 -1.356
H 4.475 4.478 -0.268
C -5.168 4.310 -0.818
C -3.720 4.098 -1.294
C -2.843 4.043 -0.039
S -3.878 3.400 1.270
O -4.036 4.391 2.295
O -3.413 2.060 1.602
C -5.384 3.298 0.308
H -5.886 4.159 -1.622
H -5.294 5.326 -0.442
H -3.655 3.153 -1.840
H -3.385 4.885 -1.965
H -1.998 3.367 -0.124
H -2.490 5.031 0.248
H -6.230 3.513 0.956
H -5.460 2.282 -0.080
```

***

Molecular formula: C24H47F9N5O4P2S2
Method: DFT, ωB97M-V/def2-TZVPD

Properties
- ⟨S²⟩ = 2.01
- LUMO energy (spin up / spin down) (eV) = -4.96 / -4.96
- charge = +1
- E (eV) = -105982.8556
- spin multiplicity = 3
- HOMO level (spin up / spin down) (eV) = -10.04 / -10.85
- Kohn-Sham gap (spin up / spin down) (eV) = 5.08 / 5.89

The geometry in XYZ format:
```
93
C24H47F9N5O4P2S2 | the Open Molecules 2025 dataset | ωB97M-V/def2-TZVPD
N 0.922 -2.938 1.599
C 0.175 -1.688 1.520
N 0.026 -1.261 0.155
N 1.027 -0.669 2.165
C -1.188 -1.753 2.378
P -2.675 -2.202 1.424
P -3.691 -3.888 2.467
S -4.451 -5.155 1.219
S -3.865 -0.394 1.216
O -3.916 -0.106 -0.168
O -3.133 0.604 1.909
C -5.527 -0.450 2.060
F -5.384 -0.910 3.272
F -5.875 0.795 2.178
C -6.656 -1.175 1.297
F -6.475 -2.501 1.480
F -6.639 -0.936 0.013
C -8.086 -0.808 1.831
F -8.453 0.278 1.188
F -8.097 -0.613 3.130
C -9.147 -1.895 1.489
F -9.049 -2.928 2.262
F -9.098 -2.216 0.235
F -10.320 -1.349 1.698
H 0.382 -3.657 2.069
H 1.722 -2.787 2.205
H -0.522 -1.884 -0.422
H -0.259 -0.293 0.051
H 0.493 0.198 2.087
H 1.026 -0.879 3.163
H -1.059 -2.506 3.161
H -1.301 -0.806 2.901
H -2.408 -2.675 0.126
H -2.617 -4.518 3.146
H -4.565 -3.401 3.465
C -0.324 0.752 -6.073
C -0.315 0.021 -4.710
C -1.103 -1.287 -4.821
C -2.617 -1.085 -4.878
C -3.092 -0.219 -3.713
C -2.336 1.107 -3.599
N -0.858 0.913 -3.644
O -0.471 0.465 -2.494
C -2.792 2.058 -4.724
C -2.754 1.815 -2.315
C 1.157 -0.310 -4.461
H -0.132 1.819 -5.950
H 0.456 0.364 -6.727
H -1.256 0.630 -6.622
H -0.873 -1.926 -3.961
H -0.775 -1.837 -5.706
H -2.911 -0.639 -5.831
H -3.114 -2.057 -4.835
H -4.161 -0.022 -3.816
H -2.975 -0.790 -2.784
H -2.190 2.967 -4.734
H -3.829 2.356 -4.567
H -2.761 1.616 -5.716
H -2.586 1.199 -1.439
H -3.819 2.047 -2.336
H -2.212 2.753 -2.184
H 1.754 0.599 -4.368
H 1.553 -0.889 -5.295
H 1.304 -0.911 -3.564
C 6.963 0.245 0.950
C 5.550 0.700 1.384
C 5.203 2.025 0.699
C 5.942 3.226 1.284
C 5.759 3.294 2.797
C 6.124 1.989 3.510
N 5.476 0.802 2.876
O 4.233 0.789 3.234
C 7.656 1.817 3.526
C 5.744 2.107 4.986
C 4.620 -0.391 0.850
H 7.396 -0.444 1.676
H 6.925 -0.282 -0.003
H 7.655 1.072 0.801
H 4.126 2.208 0.782
H 5.418 1.950 -0.369
H 7.004 3.185 1.030
H 5.559 4.143 0.831
H 6.360 4.111 3.201
H 4.715 3.548 3.011
H 7.935 0.843 3.930
H 8.113 2.576 4.160
H 8.123 1.928 2.551
H 4.690 2.344 5.126
H 6.313 2.910 5.454
H 5.962 1.183 5.524
H 4.834 -1.356 1.315
H 4.754 -0.503 -0.226
H 3.567 -0.161 1.008
```